No. 1
This record from the OMol25 dataset describes C2H3N3O in the gas phase in a non-equilibrium geometry. The level of theory is ωB97M-V/def2-TZVPD.

## Properties
Net charge = 0
Kohn-Sham gap = 9.299 eV
SMILES string = Oc1nc[nH]n1
E_LUMO = 0.3801 eV
E_HOMO = -0.3278 hartree

Atoms and positions in Å:
1 O 2.139 -0.313 -0.345
2 C 0.825 -0.239 -0.116
3 N 0.054 -1.342 -0.177
4 C -1.145 -1.001 0.182
5 N -1.016 0.608 0.440
6 N 0.226 0.907 0.146
7 H 2.503 0.564 -0.161
8 H -1.984 -0.647 -0.368
9 H -1.605 1.468 0.417

Calculated atomic charges, method Löwdin, unit e: atom 1 (O): 0.086, atom 2 (C): -0.511, atom 3 (N): 0.118, atom 4 (C): -0.067, atom 5 (N): -0.024, atom 6 (N): 0.052, atom 7 (H): 0.115, atom 8 (H): 0.088, atom 9 (H): 0.144

No. 2
This record from the OMol25 dataset describes a molecular structure, C39H47Ge2N3O2V. The level of theory is ωB97M-V/def2-TZVPD.

## Properties
Expectation value of S² = 3.79
Net charge = 0
Spin multiplicity = 4
Kohn-Sham gap (alpha / beta) = 7.633 / 6.467 eV
E_LUMO (alpha / beta) = -0.4142 / -1.7420 eV
E_HOMO (alpha / beta) = -0.2957 / -0.3017 hartree

Atoms and positions in Å:
1 V -0.440 -1.293 -0.110
2 C -3.768 -0.986 0.206
3 C -3.504 -0.554 1.622
4 C -4.419 0.249 2.294
5 C -4.174 0.662 3.594
6 C -2.996 0.291 4.220
7 C -2.052 -0.498 3.571
8 C -0.747 -0.816 4.240
9 C -2.327 -0.934 2.273
10 N -1.412 -1.760 1.546
11 C -1.226 -3.029 2.050
12 O -1.627 -3.487 3.101
13 C -0.465 -3.898 1.067
14 C -0.163 -5.239 1.199
15 C 0.430 -5.880 0.114
16 C 0.656 -5.197 -1.079
17 C 0.311 -3.861 -1.129
18 N -0.193 -3.259 -0.061
19 C 0.294 -2.956 -2.345
20 O 0.656 -3.354 -3.433
21 N -0.209 -1.712 -2.028
22 C -0.553 -0.902 -3.162
23 C -1.856 -0.989 -3.658
24 C -2.826 -2.002 -3.114
25 C -2.230 -0.151 -4.703
26 C -1.322 0.731 -5.266
27 C -0.019 0.767 -4.795
28 C 0.384 -0.047 -3.741
29 C 1.806 -0.012 -3.260
30 H -4.768 -0.690 -0.109
31 H -3.676 -2.067 0.089
32 H -3.062 -0.521 -0.493
33 H -5.334 0.541 1.792
34 H -4.896 1.278 4.114
35 H -2.789 0.630 5.228
36 H -0.665 -0.285 5.189
37 H 0.093 -0.514 3.610
38 H -0.652 -1.885 4.433
39 H -0.406 -5.751 2.119
40 H 0.684 -6.929 0.186
41 H 1.066 -5.674 -1.958
42 H -2.843 -2.023 -2.025
43 H -2.549 -3.005 -3.448
44 H -3.836 -1.798 -3.468
45 H -3.243 -0.203 -5.084
46 H -1.624 1.379 -6.078
47 H 0.702 1.437 -5.247
48 H 2.352 0.804 -3.734
49 H 2.313 -0.948 -3.503
50 H 1.868 0.125 -2.179
51 C 3.212 -0.838 3.183
52 C 2.384 -1.778 2.305
53 Ge 2.000 -1.036 0.512
54 C 3.183 -2.059 -0.697
55 C 4.555 -1.397 -0.830
56 C 2.535 0.840 0.424
57 C 1.640 1.808 0.223
58 Ge -0.289 1.372 0.230
59 C -1.311 1.932 -1.380
60 C -2.139 3.204 -1.208
61 C -1.049 2.207 1.832
62 C -0.815 3.712 1.991
63 C 2.037 3.237 0.130
64 C 2.907 3.801 1.063
65 C 3.262 5.139 0.981
66 C 2.758 5.934 -0.039
67 C 1.899 5.382 -0.979
68 C 1.538 4.046 -0.890
69 H 3.374 -1.256 4.179
70 H 2.716 0.127 3.307
71 H 4.192 -0.640 2.745
72 H 1.451 -2.033 2.808
73 H 2.914 -2.720 2.140
74 H 2.735 -2.186 -1.681
75 H 3.279 -3.057 -0.262
76 H 4.477 -0.431 -1.333
77 H 5.242 -2.017 -1.410
78 H 5.020 -1.219 0.143
79 H 3.589 1.116 0.489
80 H -1.970 1.105 -1.654
81 H -0.604 2.017 -2.206
82 H -2.805 3.146 -0.345
83 H -2.761 3.364 -2.092
84 H -1.514 4.088 -1.082
85 H -0.621 1.687 2.689
86 H -2.117 1.975 1.849
87 H 0.241 3.948 2.117
88 H -1.340 4.066 2.882
89 H -1.180 4.294 1.146
90 H 3.286 3.184 1.869
91 H 3.930 5.564 1.719
92 H 3.033 6.979 -0.101
93 H 1.508 5.993 -1.783
94 H 0.872 3.617 -1.629

Calculated atomic charges, method Löwdin, unit e: atom 1 (V): 0.643, atom 2 (C): -0.037, atom 3 (C): -0.214, atom 4 (C): -0.055, atom 5 (C): -0.081, atom 6 (C): -0.047, atom 7 (C): -0.219, atom 8 (C): -0.029, atom 9 (C): -0.214, atom 10 (N): -0.031, atom 11 (C): -0.447, atom 12 (O): 0.086, atom 13 (C): -0.153, atom 14 (C): 0.033, atom 15 (C): -0.016, atom 16 (C): 0.032, atom 17 (C): -0.165, atom 18 (N): 0.016, atom 19 (C): -0.468, atom 20 (O): 0.098, atom 21 (N): -0.031, atom 22 (C): -0.214, atom 23 (C): -0.211, atom 24 (C): -0.023, atom 25 (C): -0.048, atom 26 (C): -0.079, atom 27 (C): -0.052, atom 28 (C): -0.214, atom 29 (C): -0.021, atom 30 (H): 0.088, atom 31 (H): 0.085, atom 32 (H): 0.046, atom 33 (H): 0.108, atom 34 (H): 0.102, atom 35 (H): 0.110, atom 36 (H): 0.083, atom 37 (H): 0.063, atom 38 (H): 0.077, atom 39 (H): 0.126, atom 40 (H): 0.114, atom 41 (H): 0.127, atom 42 (H): 0.039, atom 43 (H): 0.093, atom 44 (H): 0.083, atom 45 (H): 0.108, atom 46 (H): 0.101, atom 47 (H): 0.109, atom 48 (H): 0.085, atom 49 (H): 0.086, atom 50 (H): 0.043, atom 51 (C): -0.176, atom 52 (C): -0.361, atom 53 (Ge): 0.884, atom 54 (C): -0.361, atom 55 (C): -0.168, atom 56 (C): -0.256, atom 57 (C): -0.373, atom 58 (Ge): 0.991, atom 59 (C): -0.351, atom 60 (C): -0.157, atom 61 (C): -0.340, atom 62 (C): -0.139, atom 63 (C): -0.264, atom 64 (C): -0.050, atom 65 (C): -0.080, atom 66 (C): -0.091, atom 67 (C): -0.077, atom 68 (C): -0.047, atom 69 (H): 0.068, atom 70 (H): 0.058, atom 71 (H): 0.061, atom 72 (H): 0.026, atom 73 (H): 0.060, atom 74 (H): 0.029, atom 75 (H): 0.059, atom 76 (H): 0.061, atom 77 (H): 0.070, atom 78 (H): 0.063, atom 79 (H): 0.072, atom 80 (H): 0.034, atom 81 (H): 0.046, atom 82 (H): 0.066, atom 83 (H): 0.073, atom 84 (H): 0.054, atom 85 (H): 0.053, atom 86 (H): 0.050, atom 87 (H): 0.058, atom 88 (H): 0.074, atom 89 (H): 0.051, atom 90 (H): 0.113, atom 91 (H): 0.102, atom 92 (H): 0.100, atom 93 (H): 0.103, atom 94 (H): 0.096

No. 3
This record from the OMol25 dataset describes a molecular structure, C5H7CrLiO5 in a non-equilibrium geometry. The level of theory is ωB97M-V/def2-TZVPD.

## Properties
Expectation value of S² = 8.75
Net charge = +1
Spin multiplicity = 6
Kohn-Sham gap (alpha / beta) = 7.031 / 7.311 eV
E_LUMO (alpha / beta) = -4.0680 / -4.0779 eV
E_HOMO (alpha / beta) = -0.4079 / -0.4185 hartree

Atoms and positions in Å:
1 O 2.424 -1.171 -0.267
2 C 1.869 -1.927 -1.038
3 C 0.386 -1.887 -1.255
4 O -0.194 -1.303 -0.097
5 Li 1.280 -0.172 0.963
6 H 2.439 -2.510 -1.785
7 H -0.008 -2.910 -1.349
8 H 0.193 -1.425 -2.235
9 H 1.556 2.763 1.339
10 C 0.562 2.338 1.137
11 C -0.176 2.806 0.089
12 Cr -1.361 0.543 2.705
13 O 0.327 1.212 1.781
14 H 0.266 3.564 -0.559
15 H -1.270 2.838 0.124
16 O -1.745 -0.128 -1.167
17 C -1.453 -0.841 -0.215
18 O -2.075 -0.997 0.957
19 H -3.020 -0.794 0.872

Calculated atomic charges, method Löwdin, unit e: atom 1 (O): 0.030, atom 2 (C): -0.149, atom 3 (C): -0.094, atom 4 (O): -0.040, atom 5 (Li): 0.722, atom 6 (H): 0.157, atom 7 (H): 0.160, atom 8 (H): 0.166, atom 9 (H): 0.113, atom 10 (C): -0.396, atom 11 (C): 0.004, atom 12 (Cr): 0.777, atom 13 (O): -0.426, atom 14 (H): 0.051, atom 15 (H): 0.058, atom 16 (O): 0.173, atom 17 (C): -0.564, atom 18 (O): 0.099, atom 19 (H): 0.161

No. 4
This record from the OMol25 dataset describes a molecular structure, C61H49N4NaO5P2Si in a non-equilibrium geometry. The level of theory is ωB97M-V/def2-TZVPD.

## Properties
Net charge = -2
Kohn-Sham gap = 4.642 eV
E_LUMO = 3.5609 eV
E_HOMO = -0.0397 hartree

Atoms and positions in Å:
1 Na -0.755 -0.191 0.834
2 O -0.490 -1.322 5.324
3 C -0.393 -0.686 4.250
4 N -1.200 -0.598 3.210
5 C -2.534 -0.977 3.308
6 C -3.256 -0.816 4.499
7 C -4.612 -1.076 4.586
8 C -5.290 -1.551 3.472
9 C -4.604 -1.721 2.281
10 C -3.244 -1.402 2.148
11 N -2.610 -1.332 0.916
12 C -3.139 -1.806 -0.200
13 O -3.971 -2.711 -0.419
14 C -2.667 -0.944 -1.347
15 C -3.645 -0.296 -2.099
16 C -3.259 0.598 -3.077
17 C -1.904 0.826 -3.271
18 C -1.005 0.133 -2.483
19 N -1.363 -0.767 -1.568
20 C 0.837 0.184 4.088
21 C 1.179 1.037 5.143
22 C 2.263 1.880 5.006
23 C 3.004 1.832 3.830
24 C 2.618 0.922 2.862
25 N 1.568 0.117 2.980
26 H -2.725 -0.445 5.365
27 H -5.142 -0.901 5.517
28 H -6.350 -1.776 3.524
29 H -5.132 -2.062 1.403
30 H -4.686 -0.506 -1.894
31 H -3.997 1.112 -3.682
32 H -1.561 1.533 -4.013
33 H 0.060 0.305 -2.608
34 H 0.583 1.017 6.045
35 H 2.536 2.568 5.799
36 H 3.862 2.473 3.676
37 H 3.194 0.812 1.946
38 O 1.041 -0.355 0.004
39 P 1.833 -1.169 -0.933
40 C 1.123 -2.435 -2.077
41 P -0.337 -3.417 -1.426
42 O 0.165 -3.385 0.142
43 C 0.444 -5.081 -1.868
44 C 1.390 -5.732 -1.079
45 C 1.847 -6.997 -1.416
46 C 1.364 -7.631 -2.552
47 C 0.430 -6.990 -3.354
48 C -0.029 -5.727 -3.007
49 C -0.504 -4.135 1.101
50 C -1.550 -4.991 0.785
51 C -2.187 -5.698 1.791
52 C -1.774 -5.572 3.108
53 C -0.698 -4.753 3.413
54 C -0.057 -4.045 2.411
55 C 3.138 -2.126 -0.097
56 C 4.154 -2.813 -0.755
57 C 5.128 -3.471 -0.022
58 C 5.091 -3.455 1.366
59 C 4.084 -2.763 2.023
60 C 3.117 -2.090 1.291
61 C 2.771 -0.060 -2.038
62 C 3.308 -0.416 -3.271
63 C 3.996 0.520 -4.028
64 C 4.160 1.815 -3.553
65 C 3.634 2.173 -2.319
66 C 2.935 1.242 -1.567
67 H 1.933 -3.129 -2.303
68 H 0.810 -1.930 -2.991
69 H 1.760 -5.245 -0.183
70 H 2.576 -7.493 -0.786
71 H 1.706 -8.628 -2.805
72 H 0.046 -7.484 -4.239
73 H -0.781 -5.229 -3.611
74 H -1.910 -5.045 -0.236
75 H -3.028 -6.332 1.541
76 H -2.297 -6.106 3.891
77 H -0.388 -4.620 4.440
78 H 0.777 -3.400 2.641
79 H 4.201 -2.821 -1.838
80 H 5.927 -3.994 -0.536
81 H 5.855 -3.973 1.933
82 H 4.046 -2.736 3.105
83 H 2.337 -1.515 1.778
84 H 3.177 -1.422 -3.652
85 H 4.400 0.246 -4.995
86 H 4.691 2.547 -4.148
87 H 3.750 3.184 -1.949
88 H 2.476 1.510 -0.622
89 O -0.851 2.072 -0.119
90 Si -0.904 3.563 -0.530
91 C -0.775 3.900 -2.421
92 C -1.727 4.601 -3.162
93 C -1.611 4.753 -4.539
94 C -0.526 4.207 -5.209
95 C 0.440 3.511 -4.492
96 C 0.308 3.365 -3.120
97 C 0.521 4.673 0.109
98 C 0.738 5.975 -0.345
99 C 1.755 6.764 0.170
100 C 2.593 6.258 1.157
101 C 2.402 4.961 1.616
102 C 1.378 4.182 1.094
103 C -2.481 4.502 0.021
104 C -3.729 4.052 -0.415
105 C -4.905 4.681 -0.034
106 C -4.861 5.784 0.808
107 C -3.636 6.227 1.284
108 C -2.466 5.589 0.895
109 H -2.582 5.029 -2.650
110 H -2.370 5.292 -5.097
111 H -0.432 4.323 -6.283
112 H 1.286 3.073 -5.011
113 H 1.054 2.803 -2.569
114 H 0.089 6.380 -1.117
115 H 1.902 7.777 -0.191
116 H 3.384 6.874 1.570
117 H 3.055 4.564 2.385
118 H 1.221 3.169 1.452
119 H -3.770 3.184 -1.066
120 H -5.862 4.315 -0.389
121 H -5.777 6.287 1.099
122 H -3.597 7.073 1.962
123 H -1.517 5.946 1.278

Results of the Löwdin charge analysis, in e, for atoms 1 through 99: atom 1 (Na): 0.201, atom 2 (O): -0.052, atom 3 (C): -0.535, atom 4 (N): 0.112, atom 5 (C): -0.211, atom 6 (C): -0.048, atom 7 (C): -0.145, atom 8 (C): -0.145, atom 9 (C): -0.043, atom 10 (C): -0.197, atom 11 (N): 0.087, atom 12 (C): -0.542, atom 13 (O): -0.040, atom 14 (C): -0.199, atom 15 (C): -0.006, atom 16 (C): -0.070, atom 17 (C): -0.067, atom 18 (C): -0.140, atom 19 (N): 0.068, atom 20 (C): -0.175, atom 21 (C): -0.012, atom 22 (C): -0.085, atom 23 (C): -0.098, atom 24 (C): -0.156, atom 25 (N): 0.120, atom 26 (H): 0.095, atom 27 (H): 0.075, atom 28 (H): 0.075, atom 29 (H): 0.086, atom 30 (H): 0.113, atom 31 (H): 0.099, atom 32 (H): 0.087, atom 33 (H): 0.092, atom 34 (H): 0.110, atom 35 (H): 0.094, atom 36 (H): 0.086, atom 37 (H): 0.102, atom 38 (O): -0.335, atom 39 (P): 0.765, atom 40 (C): -0.357, atom 41 (P): 1.059, atom 42 (O): -0.311, atom 43 (C): -0.342, atom 44 (C): -0.078, atom 45 (C): -0.090, atom 46 (C): -0.114, atom 47 (C): -0.108, atom 48 (C): -0.112, atom 49 (C): -0.308, atom 50 (C): -0.045, atom 51 (C): -0.080, atom 52 (C): -0.102, atom 53 (C): -0.070, atom 54 (C): 0.001, atom 55 (C): -0.251, atom 56 (C): -0.087, atom 57 (C): -0.099, atom 58 (C): -0.098, atom 59 (C): -0.065, atom 60 (C): -0.074, atom 61 (C): -0.254, atom 62 (C): -0.090, atom 63 (C): -0.094, atom 64 (C): -0.095, atom 65 (C): -0.082, atom 66 (C): -0.068, atom 67 (H): 0.043, atom 68 (H): 0.047, atom 69 (H): 0.110, atom 70 (H): 0.097, atom 71 (H): 0.090, atom 72 (H): 0.092, atom 73 (H): 0.097, atom 74 (H): 0.089, atom 75 (H): 0.099, atom 76 (H): 0.091, atom 77 (H): 0.104, atom 78 (H): 0.110, atom 79 (H): 0.096, atom 80 (H): 0.094, atom 81 (H): 0.093, atom 82 (H): 0.108, atom 83 (H): 0.071, atom 84 (H): 0.096, atom 85 (H): 0.095, atom 86 (H): 0.097, atom 87 (H): 0.110, atom 88 (H): 0.107, atom 89 (O): -0.292, atom 90 (Si): 0.390, atom 91 (C): -0.208, atom 92 (C): -0.096, atom 93 (C): -0.109, atom 94 (C): -0.125, atom 95 (C): -0.105, atom 96 (C): -0.105, atom 97 (C): -0.220, atom 98 (C): -0.110, atom 99 (C): -0.115

No. 5
This record from the OMol25 dataset describes 2 unconnected molecules or ions with the total composition C3H10NOPS in a non-equilibrium geometry. The level of theory is ωB97M-V/def2-TZVPD.

## Properties
Net charge = 0
Kohn-Sham gap = 9.694 eV
SMILES string = CSP(N)O.C=C
E_LUMO = 0.8254 eV
E_HOMO = -0.3259 hartree

Atoms and positions in Å:
1 C -3.394 -1.471 -0.360
2 S -1.849 -0.705 0.311
3 P -1.767 1.250 -0.421
4 N -1.408 1.983 1.047
5 O -0.229 1.168 -1.137
6 H -3.094 -2.463 -0.673
7 H -3.564 -0.884 -1.256
8 H -4.329 -1.473 0.366
9 H -0.665 1.524 1.526
10 H -1.071 2.977 0.829
11 H -0.309 0.835 -2.096
12 C 3.429 0.058 -0.454
13 C 2.781 -1.014 -0.078
14 H 4.384 0.313 -0.073
15 H 2.916 0.743 -1.118
16 H 3.439 -1.578 0.527
17 H 1.939 -1.435 -0.644

Calculated atomic charges, method Löwdin, unit e: atom 1 (C): -0.469, atom 2 (S): 0.496, atom 3 (P): 0.476, atom 4 (N): -0.270, atom 5 (O): -0.447, atom 6 (H): 0.005, atom 7 (H): -0.009, atom 8 (H): 0.077, atom 9 (H): 0.002, atom 10 (H): 0.069, atom 11 (H): 0.073, atom 12 (C): -0.087, atom 13 (C): -0.081, atom 14 (H): 0.037, atom 15 (H): 0.039, atom 16 (H): 0.029, atom 17 (H): 0.061